The following is a quantum chemistry calculation of a structure of composition C23H29ClN2PSTl in a non-equilibrium geometry, from OMol25.

Output
Orbital gap, eV: 5.046
Energy relative to the best compared isomer or geometry (same formula, charge and spin), kJ/mol: 136.56
Lowest unoccupied orbital energy, eV: -9.14
Charge: +2

Last column: Mulliken charge in e.
Atoms and positions in Å:
Tl (0.112, -0.011, 0.378)  1.1847
Cl (2.515, -0.504, 0.716)  -0.3911
P (-0.003, -0.029, -2.099)  0.7803
C (-0.693, 1.564, -2.501)  0.7681
C (-1.910, 1.548, -3.208)  -0.6667
C (-2.350, 2.744, -3.747)  -0.6674
C (-1.644, 3.930, -3.507)  -0.5759
C (-0.491, 3.939, -2.712)  -0.7403
C (-0.014, 2.758, -2.155)  -0.5541
C (1.691, -0.207, -2.529)  0.9332
C (2.364, -1.411, -2.228)  -0.5117
C (3.631, -1.584, -2.758)  -0.7127
C (4.207, -0.571, -3.542)  -0.5521
C (3.539, 0.635, -3.776)  -0.7078
C (2.278, 0.847, -3.245)  -0.7497
C (-1.006, -1.410, -2.543)  1.0229
C (-1.568, -2.365, -1.661)  -0.5920
C (-2.367, -3.341, -2.254)  -0.7851
C (-2.552, -3.361, -3.641)  -0.6204
C (-1.952, -2.404, -4.473)  -0.7474
C (-1.160, -1.420, -3.934)  -0.4213
H (1.915, -2.157, -1.561)  0.4346
H (4.155, -2.508, -2.563)  0.4383
H (5.184, -0.719, -3.974)  0.4357
H (3.963, 1.430, -4.374)  0.4404
H (1.730, 1.776, -3.413)  0.4496
H (-2.432, 0.606, -3.387)  0.4897
H (-3.244, 2.710, -4.352)  0.4497
H (-2.016, 4.849, -3.931)  0.4452
H (0.057, 4.857, -2.537)  0.4409
H (0.898, 2.736, -1.546)  0.5564
H (-1.410, -2.313, -0.583)  0.2352
H (-2.833, -4.087, -1.623)  0.4400
H (-3.159, -4.128, -4.090)  0.4454
H (-2.086, -2.398, -5.546)  0.4414
H (-0.694, -0.619, -4.534)  0.5297
H (-1.327, 0.976, 0.489)  0.2077
H (-1.611, -0.326, 0.521)  0.1485
C (-2.418, 0.153, 4.068)  -0.6913
N (-1.279, 0.085, 5.021)  0.0402
C (-1.532, 0.100, 6.444)  -1.0433
C (-0.010, 0.002, 4.497)  0.4828
S (0.041, -0.031, 2.897)  -0.6917
N (1.262, -0.078, 5.070)  0.1299
C (1.575, -0.084, 6.485)  -0.9589
C (2.399, -0.166, 4.139)  -1.0282
H (-3.328, 0.210, 4.710)  0.2430
H (-2.544, -0.725, 3.419)  0.2926
H (-2.434, 1.038, 3.416)  0.3036
H (-1.133, -0.852, 6.854)  0.3935
H (-1.026, 1.000, 6.851)  0.3939
H (-2.639, 0.163, 6.516)  0.2997
H (2.143, -1.041, 6.633)  0.3490
H (2.270, 0.787, 6.614)  0.3477
H (0.647, -0.014, 7.043)  0.3168
H (2.430, -1.054, 3.499)  0.3635
H (2.539, 0.691, 3.471)  0.3611
H (3.319, -0.213, 4.773)  0.3742

Cartesian forces, eV/Å:
4.955 -1.356 -0.569
-0.568 0.330 0.069
0.671 -0.142 1.381
-0.397 -0.354 0.229
0.807 0.355 0.001
-0.024 0.156 0.284
-0.008 -0.490 0.096
-0.162 -0.120 0.122
-0.380 -0.429 -0.567
0.154 0.176 -0.612
-0.196 0.567 -0.326
-0.097 0.371 -0.097
-0.452 0.102 0.120
0.142 -0.040 0.204
-0.029 -0.798 -0.061
0.146 0.209 0.037
0.034 0.789 -1.465
0.155 0.038 0.079
0.401 0.459 0.086
-0.228 -0.374 -0.231
-0.189 -0.110 0.485
0.142 0.203 -0.542
0.163 0.039 -0.030
0.125 -0.065 -0.026
0.305 -0.150 -0.013
0.339 -0.420 -0.168
0.105 0.450 0.000
-0.066 0.351 -0.027
0.074 0.125 -0.073
-0.177 0.049 0.021
-0.360 0.059 -0.305
-0.014 -0.192 -0.226
-0.038 -0.053 -0.143
-0.144 -0.139 -0.002
-0.202 -0.325 -0.021
-0.268 -0.701 0.144
-2.760 -1.348 0.663
-1.425 2.727 0.528
-1.275 0.074 1.001
1.815 -0.111 -1.537
-0.415 0.002 0.023
0.740 -0.062 4.032
-0.454 -0.030 -4.591
-3.114 0.190 -1.603
1.290 -0.038 -0.422
1.828 -0.110 0.869
0.635 -0.030 -0.537
0.369 0.075 0.420
0.380 -0.104 0.399
-0.553 0.707 0.255
-0.634 -0.633 0.263
0.981 -0.056 0.656
-0.593 0.887 0.535
-0.710 -0.790 0.576
0.770 -0.049 0.310
-0.428 0.049 0.356
-0.388 0.025 0.330
-0.776 0.052 -0.379

=====

The following is a quantum chemistry calculation of a cluster of 8 separate species, C33H79N2O12S3 in total in a non-equilibrium geometry, from OMol25.

Output
Orbital gap, eV: 8.360
Lowest unoccupied orbital energy, eV: -2.67
Charge: +1

Last column: Mulliken charge in e.
Atoms and positions in Å:
C (-0.489, 0.187, 4.124)  -0.8108
C (-0.185, 0.012, 2.533)  0.5921
C (-0.509, -1.511, 2.159)  -0.2273
C (0.333, -2.103, 0.934)  -1.1205
N (0.189, -1.348, -0.348)  0.4098
C (-1.224, -1.230, -0.789)  -0.5412
C (-1.421, -0.614, -2.251)  -0.0140
C (-2.973, -0.697, -2.712)  -0.6831
C (-3.975, -0.056, -1.622)  -0.9130
N (-3.722, 1.398, -1.339)  0.6688
C (-3.459, 2.141, -2.614)  -0.4012
C (-3.760, 3.715, -2.549)  -1.0112
C (-3.299, 4.260, -1.089)  -0.1833
O (-1.877, 4.203, -0.886)  -0.0738
C (-1.158, 5.175, -1.682)  -0.4424
C (-0.821, 6.547, -0.935)  -0.3490
C (-2.085, 7.514, -0.698)  -0.8047
C (-4.141, 3.427, 0.040)  -0.0278
C (-3.253, 3.198, 1.347)  -0.5023
C (-2.821, 4.588, 2.078)  -0.4654
C (-1.381, 4.459, 2.772)  0.3320
C (-1.225, 5.317, 4.121)  -0.8331
S (-1.314, 4.253, 5.662)  1.0678
O (-2.327, 3.153, 5.497)  -0.5453
O (-1.625, 5.107, 6.873)  -0.6082
O (0.167, 3.494, 5.952)  -0.4541
C (-4.806, 2.082, -0.550)  -0.6276
C (-5.431, 1.129, 0.613)  -0.4464
C (-6.408, 1.939, 1.599)  -0.2326
O (-6.677, 1.439, 2.718)  -0.4666
C (1.012, -2.099, -1.326)  -0.1890
S (0.410, -3.519, -2.030)  -0.2076
S (2.687, -1.558, -1.875)  0.0761
C (3.592, -2.959, -2.702)  -0.5937
C (5.182, -2.937, -2.390)  -0.4111
C (5.963, -1.874, -3.318)  -0.6664
H (-1.433, -0.420, 4.387)  0.2423
H (0.367, -0.256, 4.728)  0.3341
H (-0.687, 1.291, 4.343)  0.0744
H (-0.923, 0.699, 1.998)  -0.5628
H (0.883, 0.328, 2.303)  0.2759
H (-1.617, -1.680, 1.931)  0.1943
H (-0.266, -2.144, 3.090)  0.2119
H (1.440, -2.221, 1.228)  0.4015
H (-0.046, -3.179, 0.765)  0.5054
H (-1.779, -2.224, -0.623)  0.3151
H (-1.723, -0.484, -0.059)  -0.3770
H (-0.825, -1.125, -3.072)  0.6173
H (-1.059, 0.477, -2.210)  -0.0229
H (-3.149, -0.335, -3.774)  0.4197
H (-3.217, -1.826, -2.720)  0.3039
H (-3.877, -0.729, -0.693)  0.3038
H (-5.057, -0.142, -2.009)  0.4303
H (-2.862, 1.471, -0.749)  0.1938
H (-4.132, 1.716, -3.446)  0.3932
H (-2.359, 2.033, -2.937)  0.1979
H (-4.898, 3.858, -2.644)  0.3932
H (-3.286, 4.281, -3.412)  0.3788
H (-3.724, 5.331, -1.031)  0.1022
H (-1.643, 5.439, -2.678)  0.2442
H (-0.146, 4.688, -1.945)  0.2758
H (-0.112, 7.126, -1.639)  0.4132
H (-0.197, 6.370, 0.018)  0.1712
H (-2.514, 7.303, 0.340)  0.1289
H (-1.819, 8.628, -0.709)  0.3458
H (-2.879, 7.291, -1.483)  0.1911
H (-5.029, 4.092, 0.359)  0.5971
H (-2.248, 2.672, 1.118)  -0.1697
H (-3.746, 2.573, 2.163)  0.5372
H (-3.578, 4.717, 2.940)  0.4508
H (-2.948, 5.498, 1.409)  -0.0687
H (-0.553, 4.694, 2.013)  0.2666
H (-1.278, 3.353, 3.090)  -0.3509
H (-1.982, 6.172, 4.211)  0.3999
H (-0.156, 5.749, 4.117)  0.4022
H (0.182, 3.161, 6.880)  0.3483
H (-5.710, 2.339, -1.218)  0.3602
H (-4.591, 0.598, 1.193)  0.2381
H (-6.084, 0.346, 0.089)  0.5803
H (-6.910, 2.927, 1.326)  0.3163
H (3.478, -2.949, -3.850)  0.3138
H (3.203, -3.968, -2.347)  0.4612
H (5.587, -3.974, -2.671)  0.3063
H (5.381, -2.802, -1.272)  0.2972
H (6.448, -2.483, -4.166)  0.1939
H (5.244, -1.139, -3.803)  0.1381
H (6.836, -1.366, -2.768)  0.2398
C (1.953, 0.115, -5.953)  -0.4841
O (3.259, -0.024, -5.415)  -0.4821
H (2.028, 0.560, -6.945)  0.2533
H (1.479, -0.867, -6.032)  0.2267
H (1.355, 0.767, -5.309)  0.1946
H (3.166, -0.418, -4.539)  0.2249
C (8.433, -5.222, -5.507)  -0.5626
O (7.173, -4.825, -4.982)  -0.4527
H (9.083, -5.508, -4.681)  0.2151
H (8.301, -6.077, -6.175)  0.2465
H (8.885, -4.390, -6.052)  0.2715
H (6.618, -4.577, -5.732)  0.2797
C (-1.461, -5.210, 4.061)  -0.5064
O (-0.705, -4.010, 4.175)  -0.4429
H (-1.501, -5.503, 3.011)  0.2080
H (-0.980, -6.002, 4.640)  0.1813
H (-2.476, -5.041, 4.429)  0.3011
H (-0.685, -3.775, 5.111)  0.2423
C (5.710, 0.893, -0.186)  -0.3368
O (4.606, 0.277, 0.462)  -0.3554
H (6.419, 1.226, 0.572)  0.1694
H (6.198, 0.173, -0.847)  0.0631
H (5.365, 1.756, -0.762)  0.2931
H (3.992, -0.009, -0.228)  0.1472
C (7.223, -0.093, 3.274)  -0.5096
O (5.965, 0.304, 3.798)  -0.5033
H (7.873, -0.382, 4.099)  0.2654
H (7.088, -0.946, 2.603)  0.2180
H (7.676, 0.742, 2.732)  0.2146
H (5.410, 0.554, 3.048)  0.3045
C (0.661, -8.678, 5.038)  -0.5474
O (0.725, -7.276, 4.810)  -0.4665
H (-0.134, -8.881, 5.755)  0.2300
H (0.442, -9.195, 4.100)  0.2589
H (1.613, -9.030, 5.443)  0.2477
H (1.435, -7.124, 4.173)  0.2725
C (-3.027, -5.712, -3.048)  -0.6183
O (-2.932, -4.313, -2.821)  -0.4042
H (-3.903, -5.910, -3.666)  0.2364
H (-2.132, -6.063, -3.569)  0.2292
H (-3.133, -6.235, -2.094)  0.2642
H (-2.150, -4.164, -2.273)  0.1644

Cartesian forces, eV/Å:
-0.282 -0.165 -0.943
-1.045 -0.399 1.039
0.861 0.091 -0.108
-0.235 -1.070 1.598
1.538 -0.562 -1.356
-0.982 0.341 0.225
-0.473 0.394 -0.140
0.314 -0.865 0.942
-0.364 -2.357 -1.204
0.422 -0.099 0.308
0.497 1.632 -2.736
-0.522 -0.556 1.384
-1.975 0.524 -0.759
-1.244 0.405 -0.797
1.844 0.905 -0.212
0.330 0.666 -0.539
0.207 -0.476 0.688
-0.047 0.306 0.498
1.188 0.327 0.414
-0.869 -0.472 1.014
-0.479 -0.779 0.049
1.796 0.075 -1.163
-3.547 -1.133 4.718
2.758 2.527 -0.763
1.563 -1.710 -3.755
-1.345 1.247 -1.025
-1.320 0.787 1.713
0.186 0.555 -0.772
-0.260 -2.091 3.057
1.008 1.766 -3.944
-0.705 -1.888 -1.302
0.735 1.665 0.811
-0.929 -0.047 0.875
0.964 -1.595 -0.526
-0.072 0.195 -0.273
0.381 -0.916 -0.146
1.344 1.035 -0.398
-1.052 0.817 -0.702
0.446 -1.645 0.071
1.109 -0.704 0.407
-1.372 -0.510 0.140
1.388 0.407 0.483
-0.390 0.764 -1.732
-1.603 0.546 -0.622
0.467 1.388 0.174
0.664 1.212 -0.570
0.896 -1.099 -0.898
-0.642 0.500 1.277
-0.424 -1.487 -0.076
0.338 -0.225 1.467
0.170 1.721 -0.016
-0.237 1.567 -1.177
1.652 0.225 0.596
-0.575 -0.064 -0.457
1.096 0.373 1.462
-1.803 -0.237 0.729
1.716 -0.007 0.205
-0.425 -0.985 1.130
1.079 -1.456 0.034
0.225 -0.524 1.314
-1.611 0.609 0.464
-0.986 -1.096 0.923
-1.193 0.162 -1.351
0.323 0.315 -1.472
-0.264 -1.717 -0.143
0.978 0.519 0.972
1.368 -0.959 -0.586
-1.597 0.628 -0.018
0.381 0.740 -1.290
1.072 -0.064 -1.313
0.466 -1.235 0.727
-1.159 -0.270 1.270
-0.032 1.637 -0.641
1.023 -1.508 0.372
-1.718 -0.470 0.305
-0.428 0.502 -0.622
1.751 -0.422 0.601
-1.500 0.870 -0.596
0.918 1.000 0.909
0.738 -1.067 -0.146
-0.162 0.256 1.815
0.107 1.501 -0.288
-0.774 1.427 0.460
-0.389 -0.011 -1.538
-0.747 1.047 1.204
1.079 -0.660 0.795
-1.552 -0.565 -0.797
0.088 -0.146 0.251
0.123 -0.026 0.048
0.085 -0.043 0.111
-0.197 0.083 -0.109
-0.187 0.015 -0.126
0.028 0.090 -0.084
-0.099 0.054 -0.201
-0.274 0.121 0.070
-0.148 0.050 -0.022
0.218 -0.012 -0.009
0.183 -0.124 -0.022
0.077 -0.075 0.189
-0.152 -0.086 0.437
0.112 0.230 0.095
0.068 0.116 0.057
-0.219 -0.008 -0.224
-0.092 -0.129 -0.130
0.084 -0.060 -0.200
-0.224 -0.104 -0.153
-0.091 0.008 0.182
-0.096 -0.054 -0.033
0.173 0.159 -0.051
0.234 0.056 -0.059
0.055 -0.074 0.222
-0.305 0.079 -0.149
-0.143 0.104 0.004
-0.126 0.057 -0.026
0.240 -0.020 -0.049
0.237 -0.123 -0.033
0.026 -0.129 0.162
0.208 0.028 -0.151
0.205 0.006 -0.036
0.065 0.116 -0.065
-0.020 -0.196 0.114
-0.105 -0.203 0.034
-0.158 0.090 0.165
0.164 0.013 0.126
-0.053 0.366 0.101
0.076 0.107 0.060
-0.089 -0.185 -0.011
-0.025 -0.182 -0.117
-0.002 0.027 -0.100